# 1
{
  "formula": "C26H20AsMoN3OS",
  "method": "ωB97M-V/def2-TZVPD",
  "largest_force_ha_per_bohr": 0.0487,
  "spin_multiplicity": 3,
  "s2": 2.044,
  "lumo_ha": [-0.3004, -0.2963],
  "charge": 2,
  "elements": ["Mo", "N", "C", "S", "N", "N", "C", "C", "C", "C", "C", "C", "C", "O", "H", "H", "H", "H", "H", "H", "H", "C", "C", "C", "C", "C", "C", "As", "C", "C", "C", "C", "C", "C", "C", "C", "C", "C", "C", "C", "H", "H", "H", "H", "H", "H", "H", "H", "H", "H", "H", "H", "H"],
  "positions_angstrom": [[-0.866, 0.771, 0.698], [-5.107, 0.036, 1.253], [-3.811, 0.297, 1.462], [-3.019, 1.563, 0.478], [-3.122, -0.464, 2.241], [-1.776, -0.111, 2.306], [-1.304, -0.218, 3.524], [-0.050, 0.275, 3.973], [0.422, -0.064, 5.283], [1.654, 0.396, 5.692], [2.373, 1.263, 4.848], [1.860, 1.724, 3.678], [0.709, 1.138, 3.185], [0.326, 1.484, 1.936], [-5.780, 0.643, 0.848], [-5.475, -0.682, 1.874], [-1.979, -0.580, 4.270], [-0.230, -0.651, 5.926], [2.100, 0.117, 6.622], [3.305, 1.642, 5.242], [2.383, 2.502, 3.120], [2.850, -3.645, -3.822], [1.604, -3.081, -4.071], [0.948, -2.340, -3.083], [1.627, -2.119, -1.885], [2.857, -2.682, -1.617], [3.451, -3.479, -2.598], [0.794, -0.943, -0.591], [1.252, 0.882, -1.043], [2.380, 1.552, -0.686], [2.461, 2.906, -0.980], [1.462, 3.574, -1.652], [0.306, 2.932, -1.993], [0.146, 1.577, -1.628], [-0.996, 0.699, -1.866], [-2.096, 1.042, -2.683], [-3.184, 0.188, -2.726], [-3.158, -1.039, -2.048], [-2.058, -1.442, -1.342], [-0.993, -0.559, -1.279], [3.296, -4.228, -4.585], [1.116, -3.275, -5.019], [-0.011, -1.914, -3.228], [3.412, -2.549, -0.699], [4.423, -3.960, -2.445], [3.166, 1.105, -0.127], [3.354, 3.379, -0.650], [1.580, 4.604, -1.906], [-0.484, 3.465, -2.570], [-2.081, 1.986, -3.230], [-4.036, 0.410, -3.346], [-3.998, -1.701, -2.141], [-2.002, -2.424, -0.922]],
  "forces_ev_per_angstrom": [[0.1, -0.5, -0.3], [-0.1, -1.0, 0.9], [0.5, 0.0, -0.6], [-0.1, 0.1, 0.2], [0.0, 0.0, 0.1], [-0.4, 0.0, 0.6], [0.5, 0.7, -0.4], [0.2, -0.6, 0.5], [-0.1, 0.4, -0.5], [-0.3, -0.2, -0.8], [0.0, 0.0, 1.5], [0.7, 0.3, -0.7], [0.0, 0.4, -0.4], [-0.1, 0.3, 0.3], [0.0, 0.7, -0.3], [0.0, 0.2, -0.3], [-0.4, -0.5, 0.2], [0.3, -0.1, -0.1], [-0.1, -0.2, 0.5], [0.1, 0.1, -0.2], [-0.2, -0.3, -0.1], [-1.0, 0.4, 0.2], [-0.6, 0.0, 0.3], [1.4, -0.4, -0.1], [-0.6, 0.0, -0.2], [0.7, -0.5, -0.1], [0.7, 0.0, 0.2], [0.2, -0.1, 0.8], [-1.7, -0.4, -0.3], [0.2, 1.2, 0.1], [0.5, -1.0, 0.4], [0.0, 0.3, -0.1], [-1.6, -0.4, -0.5], [1.1, -0.3, 0.0], [-1.5, 1.0, -1.8], [-0.2, 0.3, 0.3], [0.7, 0.0, -0.2], [-0.4, 0.0, -0.2], [-0.5, 0.1, -0.4], [1.7, -0.2, 0.6], [0.5, -0.5, -0.5], [0.0, 0.1, 0.0], [-0.8, 0.2, -0.4], [-0.3, 0.2, 0.2], [-0.4, 0.3, 0.3], [0.6, -0.5, 0.2], [0.5, 0.7, 0.0], [0.1, 0.5, -0.1], [0.7, -0.5, 0.7], [-0.2, -0.3, 0.1], [-0.2, 0.2, -0.1], [-0.3, -0.2, 0.0], [0.0, -0.4, 0.3]],
  "mulliken_spin": [2.0264, -0.0023, 0.0228, -0.1134, 0.0092, -0.0641, 0.0877, 0.0021, 0.0268, -0.0187, 0.0271, -0.0144, 0.0403, 0.0107, -0.0002, 0.0013, -0.0013, 0.0005, -0.0003, 0.0003, -0.0005, 0.0007, -0.0014, 0.0012, -0.0187, 0.0027, -0.0010, -0.0316, -0.0158, 0.0397, -0.0184, 0.0093, -0.0027, 0.0198, -0.0505, 0.0619, -0.0079, 0.0116, -0.0088, -0.0191, 0.0000, -0.0003, -0.0029, -0.0001, -0.0001, -0.0006, -0.0004, -0.0004, -0.0005, 0.0025, -0.0009, -0.0013, -0.0061]
}

***

# 2
{
  "formula": "C19H20N6O2S",
  "method": "ωB97M-V/def2-TZVPD",
  "largest_force_ha_per_bohr": 0.0327,
  "spin_multiplicity": 1,
  "lumo_ha": 0.0233,
  "smiles": "CCC(=O)Nc1cccc(NC(=O)CSc2nnnn2Cc2ccccc2)c1",
  "charge": 0,
  "elements": ["C", "C", "C", "O", "N", "C", "C", "C", "C", "C", "C", "H", "N", "C", "O", "C", "H", "H", "S", "C", "N", "N", "N", "N", "C", "C", "C", "C", "C", "C", "C", "H", "H", "H", "H", "H", "H", "H", "H", "H", "H", "H", "H", "H", "H", "H", "H", "H"],
  "positions_angstrom": [[3.448, 3.024, -1.007], [3.338, 2.009, -2.137], [2.101, 1.135, -1.981], [1.339, 1.220, -1.046], [1.963, 0.248, -3.011], [0.974, -0.733, -3.157], [1.255, -1.867, -3.915], [0.313, -2.873, -4.023], [-0.908, -2.766, -3.383], [-1.202, -1.618, -2.659], [-0.267, -0.597, -2.553], [-0.494, 0.291, -1.989], [-2.418, -1.535, -1.955], [-3.036, -0.376, -1.612], [-2.892, 0.676, -2.189], [-3.900, -0.496, -0.363], [-4.760, 0.169, -0.415], [-4.194, -1.513, -0.114], [-2.868, 0.170, 0.997], [-1.559, -0.960, 0.927], [-1.597, -2.226, 0.550], [-0.355, -2.672, 0.656], [0.431, -1.770, 1.077], [-0.280, -0.660, 1.255], [0.258, 0.576, 1.749], [-0.070, 0.721, 3.214], [-1.033, 1.622, 3.642], [-1.352, 1.711, 4.987], [-0.718, 0.894, 5.907], [0.238, -0.014, 5.482], [0.561, -0.101, 4.140], [1.300, -0.814, 3.801], [0.731, -0.656, 6.196], [-0.970, 0.962, 6.955], [-2.101, 2.417, 5.314], [-1.533, 2.254, 2.923], [1.336, 0.534, 1.580], [-0.165, 1.393, 1.161], [-2.677, -2.382, -1.466], [-1.631, -3.566, -3.441], [0.540, -3.756, -4.600], [2.214, -1.965, -4.403], [2.727, 0.185, -3.669], [3.279, 2.521, -3.101], [4.221, 1.364, -2.151], [4.327, 3.649, -1.141], [2.565, 3.656, -0.985], [3.521, 2.514, -0.050]],
  "forces_ev_per_angstrom": [[0.0, -0.1, -0.2], [-0.1, 0.2, 0.4], [0.5, 0.0, -0.4], [-0.2, 0.1, 0.3], [0.1, -0.1, -0.3], [-0.4, -0.3, 0.1], [0.0, 0.1, 0.0], [0.0, 0.0, 0.0], [-0.1, 0.1, 0.1], [0.3, 0.0, -0.3], [0.0, 0.1, 0.1], [0.0, 0.0, 0.0], [-0.2, -0.4, -0.3], [-0.5, -0.2, -0.1], [0.1, 0.3, 0.0], [0.5, 0.1, 0.1], [0.1, 0.0, 0.0], [-0.1, 0.0, 0.0], [-0.4, 0.2, 0.1], [0.5, -0.1, 0.1], [-0.8, 0.5, 0.3], [0.4, -0.9, -0.2], [1.2, 0.3, 0.4], [-1.4, -0.6, -0.8], [0.3, 0.4, 0.3], [0.0, 0.1, 0.0], [0.1, 0.0, -0.1], [-0.1, 0.0, 0.1], [-0.1, 0.1, 0.1], [0.1, -0.1, 0.0], [0.0, 0.0, 0.0], [0.1, -0.1, 0.0], [0.0, 0.0, 0.1], [0.0, 0.0, 0.1], [-0.1, 0.1, 0.0], [0.0, 0.1, -0.1], [-0.2, 0.1, -0.1], [0.1, -0.1, 0.0], [0.1, 0.3, 0.1], [-0.1, -0.1, 0.0], [0.0, -0.1, 0.0], [0.1, 0.0, 0.0], [-0.1, 0.1, 0.2], [0.0, -0.1, 0.0], [0.0, 0.0, -0.1], [0.1, 0.1, 0.0], [0.0, 0.1, 0.1], [0.0, 0.0, 0.1]],
  "mulliken_charge": [-1.2550, -0.4516, 0.4524, -0.5748, -0.0856, 0.1553, -0.7764, -0.6595, -0.6782, -0.0884, 0.2048, 0.6087, -0.0856, 0.3533, -0.6096, -0.7398, 0.4058, 0.3853, -0.1300, 0.5868, -0.2056, -0.7673, -0.2775, 1.0798, -1.6711, 0.6504, -0.1546, -0.7089, -0.4149, -0.6468, -0.4059, 0.3988, 0.3875, 0.3783, 0.3987, 0.4365, 0.3820, 0.6369, 0.3855, 0.4434, 0.3748, 0.3582, 0.2559, 0.3588, 0.3395, 0.3943, 0.2982, 0.2772]
}

***

# 3
{
  "formula": "C25H47ClINO3Si2Sn",
  "method": "ωB97M-V/def2-TZVPD",
  "largest_force_ha_per_bohr": 0.0659,
  "spin_multiplicity": 1,
  "lumo_ha": -0.0028,
  "charge": 0,
  "elements": ["O", "O", "C", "C", "H", "H", "H", "H", "H", "C", "C", "H", "H", "H", "H", "H", "C", "C", "C", "H", "H", "H", "H", "H", "C", "H", "H", "H", "H", "H", "H", "Sn", "C", "Si", "H", "H", "C", "C", "C", "C", "Si", "H", "H", "C", "C", "C", "H", "H", "H", "H", "H", "H", "H", "H", "H", "H", "H", "H", "H", "H", "H", "H", "H", "H", "Cl", "C", "C", "C", "I", "C", "O", "C", "N", "C", "C", "C", "C", "H", "H", "H", "H"],
  "positions_angstrom": [[-0.887, -2.358, -1.518], [-2.077, -0.486, -2.632], [0.262, -3.224, -1.485], [1.048, -3.225, -0.190], [0.885, -2.879, -2.320], [-0.071, -4.248, -1.719], [1.226, -2.230, 0.225], [2.023, -3.692, -0.370], [0.544, -3.827, 0.567], [-1.795, -2.521, -0.394], [-2.948, -3.446, -0.721], [-2.169, -1.513, -0.151], [-1.228, -2.863, 0.492], [-3.540, -3.064, -1.565], [-3.624, -3.509, 0.151], [-2.564, -4.454, -0.948], [-3.233, 0.390, -2.706], [-1.764, -1.157, -3.892], [-4.107, 0.153, -1.495], [-3.787, 0.190, -3.643], [-2.892, 1.437, -2.723], [-4.479, -0.883, -1.464], [-4.979, 0.816, -1.528], [-3.585, 0.385, -0.551], [-2.701, -2.294, -4.182], [-0.741, -1.535, -3.795], [-1.784, -0.416, -4.705], [-2.592, -3.083, -3.434], [-2.449, -2.738, -5.153], [-3.750, -1.981, -4.219], [-1.052, -0.392, -1.659], [0.949, 1.681, 0.792], [-0.258, 0.369, -0.924], [0.768, 1.274, -2.271], [-1.030, 0.908, -0.357], [0.208, -0.458, -0.364], [1.831, -0.026, -3.098], [1.916, 2.770, -1.957], [-0.414, 2.072, -3.498], [2.989, 0.771, 0.558], [4.205, 1.506, 1.791], [3.304, 0.899, -0.491], [2.886, -0.310, 0.739], [5.145, 2.937, 1.018], [5.419, 0.180, 2.311], [3.295, 2.141, 3.311], [0.144, 2.738, -4.178], [-1.168, 2.696, -2.990], [-0.948, 1.341, -4.120], [2.804, -0.127, -2.600], [2.037, 0.259, -4.139], [1.358, -1.016, -3.120], [2.648, 2.686, -1.137], [1.310, 3.678, -1.801], [2.496, 2.918, -2.887], [5.824, -0.313, 1.416], [4.930, -0.584, 2.935], [6.253, 0.624, 2.875], [2.926, 1.313, 3.932], [2.441, 2.783, 3.053], [3.999, 2.737, 3.909], [5.818, 3.399, 1.757], [4.473, 3.718, 0.639], [5.758, 2.578, 0.180], [-2.753, -0.397, 6.699], [-1.663, -0.234, 5.396], [-0.458, -0.933, 5.389], [0.449, -0.803, 4.334], [2.315, -1.767, 4.361], [0.117, 0.005, 3.225], [0.895, 0.050, 2.165], [-1.078, 0.792, 3.252], [-1.274, 1.652, 2.217], [-2.419, 2.340, 2.150], [-3.413, 2.232, 3.143], [-3.207, 1.389, 4.224], [-2.013, 0.643, 4.323], [-0.211, -1.578, 6.218], [-2.537, 3.007, 1.285], [-4.319, 2.828, 3.043], [-3.938, 1.280, 5.017]],
  "forces_ev_per_angstrom": [[0.0, -1.1, 1.1], [-1.7, -0.3, -2.2], [-0.5, 0.0, -0.4], [0.2, -0.2, 0.1], [-0.1, -0.1, 0.2], [0.2, 0.1, 0.0], [0.0, 0.0, -0.1], [-0.1, 0.1, 0.0], [0.1, 0.1, 0.1], [0.6, 0.4, -0.2], [-0.1, -0.2, 0.2], [0.2, -0.3, -0.1], [-0.4, 0.1, -0.4], [0.3, -0.2, 0.2], [0.3, -0.1, -0.3], [-0.3, 0.3, 0.0], [0.3, -0.1, 0.1], [0.0, 0.5, 0.4], [-0.4, 0.0, 0.3], [0.3, 0.1, 0.4], [0.0, -0.4, -0.1], [0.2, 0.3, 0.0], [0.1, -0.1, -0.1], [0.0, -0.2, -0.4], [-0.2, -0.6, -0.1], [-0.2, 0.2, 0.1], [0.0, -0.1, 0.2], [0.0, 0.2, -0.1], [-0.1, 0.1, 0.1], [0.1, 0.0, 0.0], [2.1, 2.3, 1.4], [1.3, 0.7, 0.7], [-0.7, -1.1, -1.2], [0.0, 0.1, -0.2], [0.1, -0.2, -0.1], [0.0, 0.6, 0.1], [0.1, -0.3, -0.3], [0.1, 0.1, 0.2], [-0.3, 0.0, -0.3], [-0.1, -0.1, -0.5], [-0.6, -0.4, -0.5], [0.2, -0.1, 0.4], [0.0, 0.2, 0.0], [0.2, 0.1, 0.0], [0.3, 0.0, 0.1], [0.1, 0.0, 0.2], [-0.1, -0.2, 0.3], [0.3, -0.2, -0.1], [0.1, 0.3, 0.2], [-0.2, 0.0, 0.0], [0.0, 0.0, 0.2], [0.1, 0.2, 0.0], [-0.3, 0.1, -0.4], [0.3, -0.3, 0.0], [-0.3, -0.1, 0.2], [0.0, 0.1, 0.2], [0.1, 0.2, -0.2], [-0.1, -0.2, -0.1], [0.1, 0.2, -0.1], [0.2, 0.0, 0.1], [-0.2, -0.1, 0.0], [-0.2, -0.1, -0.2], [0.1, -0.1, 0.1], [-0.1, 0.1, 0.2], [-0.4, -0.2, 0.7], [1.0, -0.1, -1.0], [-0.9, 0.6, 0.2], [-0.4, 0.7, -0.9], [-0.6, 0.1, 0.0], [1.2, -0.6, -0.3], [-0.5, 0.1, 0.7], [-0.8, 0.1, 0.6], [-1.7, -0.2, 0.2], [1.2, -0.6, 0.3], [0.1, -0.2, 0.3], [0.0, 0.4, -0.4], [0.7, -0.1, -0.3], [-0.1, 0.0, 0.1], [0.1, -0.2, 0.4], [0.2, -0.2, 0.1], [0.0, 0.1, -0.1]],
  "mulliken_charge": [-0.0136, 0.1843, -0.4763, -1.3530, 0.4622, 0.3468, 0.2652, 0.4445, 0.3824, 0.3177, -1.6050, -0.1537, 0.5757, 0.2492, 0.4102, 0.3322, -0.3392, -0.0701, -1.0482, 0.4779, 0.1242, 0.2024, 0.4767, 0.0996, -1.2800, -0.1325, 0.5359, 0.1823, 0.4409, 0.3109, -0.9068, -0.0222, 1.3212, 0.6426, 0.7640, -0.9090, -1.0365, -1.0619, -1.1447, -0.5453, 0.0952, 0.2686, 0.2354, -1.0421, -0.9216, -0.7976, 0.4432, 0.3108, 0.1028, 0.3228, 0.3970, 0.1078, 0.1843, 0.2508, 0.3787, 0.3044, 0.1257, 0.3037, 0.1193, 0.1974, 0.4317, 0.3452, 0.2941, 0.2937, -0.2813, 0.4828, -0.2490, -0.5584, 0.0188, -0.0519, -0.0275, 0.6272, 0.1871, -0.4456, -0.9722, -0.7242, 0.0476, 0.4478, 0.4847, 0.3945, 0.4174]
}

***

# 4
{
  "formula": "C3H3N5",
  "method": "ωB97M-V/def2-TZVPD",
  "largest_force_ha_per_bohr": 0.1572,
  "spin_multiplicity": 1,
  "lumo_ha": -0.0569,
  "smiles": "[H]/N=c1/ncncnn1",
  "charge": 0,
  "elements": ["C", "C", "C", "H", "H", "H", "N", "N", "N", "N", "N"],
  "positions_angstrom": [[-1.204, -0.168, -0.269], [0.981, -1.194, -0.387], [1.152, 0.898, 0.401], [-2.516, 0.142, 1.147], [1.764, -1.878, -0.997], [1.655, 1.669, 0.978], [-2.024, -0.593, 0.668], [-0.318, -1.199, -0.739], [1.449, -0.339, 0.437], [0.144, 1.511, -0.546], [-1.084, 1.151, -0.694]],
  "forces_ev_per_angstrom": [[-1.8, -4.5, 4.8], [-4.7, -3.3, -5.7], [-2.2, -1.2, -1.7], [-0.6, 0.7, -0.3], [-2.2, 1.2, 1.9], [-0.2, -0.1, 0.1], [2.1, 0.7, -2.0], [2.6, 0.6, -0.7], [3.4, 4.3, 3.4], [-1.0, 1.7, 0.9], [4.4, 0.0, -0.7]],
  "mulliken_charge": [0.7704, 0.2917, -0.0151, 0.2334, 0.2959, 0.3763, -0.6371, -0.5228, -0.3824, -0.2548, -0.1555]
}

***

Which value of charge does entry 2 give?
0